Entry 1:
The following is a DFT calculation (ωB97M-V/def2-TZVPD) of 12 unconnected molecules or ions with the total composition C93H204N12O12 in a non-equilibrium geometry.

- spin multiplicity = 1
- gap between HOMO and LUMO (eV) = 8.385
- total energy (eV) = -142187.099

The geometry in XYZ format:
```
321
Properties=species:S:1:pos:R:3:mulliken_charge:R:1
C 13.847 21.968 10.930 -1.44
C 14.745 23.202 10.997 1.48
C 15.427 23.340 9.602 -1.84
C 14.008 24.507 11.336 -1.06
C 13.529 24.569 12.752 -0.97
C 14.720 24.487 13.733 -0.22
C 15.598 23.304 13.446 2.49
C 17.015 23.522 14.088 -0.40
C 15.094 22.011 14.103 -0.66
N 15.861 23.116 11.951 -0.02
O 16.503 21.929 11.690 1.15
H 13.170 21.926 11.835 0.18
H 13.153 22.032 10.103 0.56
H 14.401 21.024 10.832 0.06
H 14.756 23.923 8.904 0.37
H 16.308 23.997 9.662 0.36
H 15.654 22.365 9.207 0.31
H 14.782 25.262 11.265 0.33
H 13.189 24.785 10.609 0.37
H 12.954 25.495 12.959 0.49
H 12.882 23.671 12.928 0.24
H 14.395 24.363 14.750 -0.24
H 15.350 25.375 13.748 0.11
H 16.829 23.794 15.108 -0.32
H 17.521 24.294 13.485 0.38
H 17.629 22.585 13.929 -1.29
H 14.107 21.847 13.779 0.83
H 15.193 22.176 15.188 -0.19
H 15.732 21.186 13.887 -0.71
H 17.419 22.186 11.710 -0.28
C 23.619 19.616 20.602 -1.95
C 22.728 19.826 19.373 2.05
C 21.290 19.265 19.565 -2.14
C 22.596 21.284 19.179 -1.19
C 23.890 21.899 18.548 -1.32
C 24.255 21.191 17.282 0.59
C 24.586 19.720 17.467 1.68
C 24.817 19.010 16.201 -2.54
C 25.936 19.505 18.387 -1.69
N 23.334 19.192 18.138 1.11
O 23.503 17.811 18.418 -0.58
H 23.875 18.576 20.610 0.44
H 24.517 20.297 20.554 0.30
H 23.048 19.892 21.492 0.50
H 21.323 18.327 20.170 0.38
H 20.481 19.797 20.125 0.31
H 20.962 19.029 18.554 0.26
H 21.724 21.341 18.559 0.05
H 22.352 21.809 20.103 0.51
H 23.780 22.933 18.274 0.64
H 24.773 21.901 19.235 0.31
H 25.156 21.615 16.874 0.55
H 23.376 21.261 16.623 -0.98
H 24.815 17.956 16.450 0.53
H 25.726 19.283 15.734 0.61
H 24.002 19.148 15.515 0.14
H 26.310 18.522 18.448 0.38
H 25.788 19.996 19.338 0.38
H 26.757 20.074 17.864 0.37
H 22.780 17.357 17.989 0.55
C 14.728 11.788 14.446 -1.71
C 13.859 13.076 14.787 0.95
C 12.809 13.202 13.704 -1.76
C 13.167 12.864 16.179 -1.27
C 14.180 13.064 17.297 -1.34
C 14.865 14.320 17.206 1.40
C 15.619 14.596 15.929 1.68
C 15.973 16.054 15.865 0.83
C 16.930 13.860 15.875 -0.92
N 14.640 14.361 14.775 1.65
O 15.234 14.509 13.514 -0.78
H 15.466 11.698 15.242 0.35
H 14.127 10.926 14.456 0.51
H 15.224 11.914 13.437 0.21
H 12.220 12.314 13.686 0.55
H 12.210 14.111 13.881 -0.05
H 13.315 13.359 12.802 0.50
H 12.356 13.607 16.316 0.25
H 12.881 11.812 16.251 0.53
H 13.654 12.947 18.229 0.39
H 14.926 12.296 17.236 0.34
H 15.586 14.448 18.016 -0.42
H 14.218 15.158 17.500 -1.30
H 15.046 16.657 15.891 -0.79
H 16.425 16.320 14.903 1.12
H 16.669 16.340 16.728 -1.99
H 17.678 14.443 16.426 -0.40
H 17.329 13.914 14.874 0.60
H 16.966 12.809 16.079 0.23
H 14.670 15.155 12.990 0.26
C 22.684 23.980 12.139 0.30
C 24.183 24.396 11.788 2.11
C 24.472 23.963 10.386 -1.96
C 24.528 25.893 11.968 -1.61
C 24.597 26.443 13.358 0.48
C 25.642 25.681 14.156 -1.42
C 25.400 24.196 14.156 1.93
C 26.767 23.546 14.626 -2.03
C 24.249 23.736 15.122 -0.91
N 25.189 23.746 12.726 -0.03
O 25.093 22.329 12.707 -0.34
H 22.364 24.201 13.132 -0.34
H 21.965 24.478 11.468 0.46
H 22.614 22.928 11.968 -0.79
H 23.781 24.483 9.734 0.40
H 25.505 24.322 10.189 0.54
H 24.342 22.870 10.262 0.13
H 25.521 26.041 11.610 0.34
H 23.747 26.480 11.472 0.31
H 24.969 27.518 13.258 0.37
H 23.579 26.477 13.774 -0.43
H 25.687 26.047 15.219 0.35
H 26.630 25.781 13.657 0.28
H 27.218 23.991 15.524 0.43
H 27.572 23.683 13.879 0.49
H 26.741 22.468 14.896 0.22
H 23.982 22.697 14.954 -0.14
H 23.353 24.339 15.065 -0.27
H 24.549 23.863 16.134 0.82
H 25.880 21.979 12.255 0.29
C 20.511 27.872 11.356 -1.49
C 19.872 28.940 12.321 1.76
C 20.408 30.335 11.800 -1.96
C 18.361 28.915 12.176 -1.66
C 17.788 27.735 13.061 -0.10
C 18.349 27.740 14.466 -0.19
C 19.861 27.815 14.570 1.51
C 20.214 28.088 15.982 -1.44
C 20.555 26.451 14.132 -0.68
N 20.212 28.962 13.741 0.39
O 21.611 29.236 13.857 -0.47
H 20.664 28.432 10.403 0.61
H 21.482 27.555 11.749 -0.03
H 19.841 27.058 11.213 0.28
H 21.503 30.295 11.659 0.36
H 19.891 30.483 10.841 0.51
H 20.111 31.146 12.511 0.43
H 18.084 29.898 12.549 0.44
H 18.094 28.777 11.113 0.37
H 16.664 27.768 13.170 0.46
H 18.109 26.802 12.541 -0.19
H 18.125 26.721 14.850 -0.69
H 17.868 28.484 15.060 0.76
H 19.798 29.039 16.253 0.64
H 21.276 28.108 16.211 0.32
H 19.744 27.263 16.527 -0.11
H 20.517 25.827 15.039 0.77
H 21.560 26.581 13.780 -0.74
H 19.950 25.940 13.345 -0.07
H 21.687 30.167 14.109 0.34
C 11.870 19.550 18.591 -1.99
C 11.558 19.952 17.152 2.78
C 10.772 21.249 17.159 -2.13
C 12.879 20.162 16.361 -1.96
C 13.671 18.857 16.081 1.97
C 12.784 17.765 15.407 -0.37
C 11.416 17.565 16.023 1.84
C 10.507 16.945 14.925 -2.05
C 11.395 16.521 17.239 -1.61
N 10.779 18.918 16.356 -0.05
O 9.567 18.651 17.003 -0.53
H 10.978 19.243 19.160 0.43
H 12.551 18.728 18.690 0.18
H 12.278 20.414 19.070 0.50
H 9.823 21.203 17.695 0.42
H 11.409 22.006 17.609 0.23
H 10.589 21.546 16.140 0.45
H 12.647 20.577 15.398 0.51
H 13.599 20.793 16.862 0.04
H 14.398 19.190 15.343 -0.48
H 14.182 18.472 16.954 -0.39
H 13.353 16.866 15.357 0.17
H 12.646 18.161 14.373 0.09
H 10.923 15.973 14.619 0.23
H 10.278 17.561 14.048 0.30
H 9.587 16.601 15.387 0.49
H 11.898 15.693 16.785 -0.46
H 10.381 16.188 17.372 0.72
H 11.822 16.821 18.179 0.61
H 9.918 18.214 17.787 0.48
C 18.503 23.032 19.697 -1.32
C 17.867 24.371 20.085 2.34
C 18.208 24.681 21.516 -2.18
C 18.409 25.406 19.109 -1.82
C 17.764 25.305 17.719 3.15
C 16.257 25.336 17.775 -1.21
C 15.702 24.177 18.593 1.31
C 14.210 24.509 18.634 -1.77
C 15.847 22.795 17.899 0.05
N 16.353 24.331 19.965 0.04
O 15.883 23.287 20.891 -0.47
H 19.532 23.069 20.177 0.25
H 18.012 22.232 20.231 0.61
H 18.630 22.801 18.620 -0.32
H 17.698 25.528 21.974 0.48
H 17.924 23.871 22.195 0.38
H 19.263 24.817 21.629 0.43
H 18.196 26.380 19.523 0.44
H 19.560 25.397 19.003 0.32
H 18.263 26.081 17.112 -1.83
H 18.116 24.412 17.165 -0.84
H 15.886 25.234 16.746 -0.31
H 15.868 26.295 18.087 0.64
H 13.878 24.486 17.550 0.24
H 14.077 25.497 19.108 0.53
H 13.568 23.850 19.220 0.30
H 15.909 21.989 18.606 0.58
H 16.794 22.841 17.370 -1.03
H 15.016 22.629 17.263 0.18
H 15.267 23.843 21.425 0.38
C 22.495 17.326 11.487 -1.56
C 22.578 18.881 11.708 1.00
C 23.157 18.946 13.160 -2.28
C 23.571 19.583 10.761 -0.03
C 22.916 19.901 9.472 -0.96
C 21.616 20.636 9.612 -1.37
C 20.585 19.911 10.499 1.47
C 19.456 20.915 10.928 -1.53
C 19.939 18.748 9.776 -1.55
N 21.321 19.601 11.742 0.94
O 20.499 18.887 12.627 0.29
H 22.015 16.842 12.369 0.06
H 21.970 17.038 10.573 0.38
H 23.518 16.956 11.493 0.46
H 24.122 18.474 13.154 0.77
H 23.300 19.973 13.447 0.09
H 22.534 18.441 13.935 0.43
H 23.934 20.526 11.233 -0.63
H 24.505 19.047 10.588 0.62
H 23.700 20.371 8.902 0.56
H 22.662 18.984 8.903 0.38
H 21.138 20.779 8.625 0.43
H 21.672 21.671 9.986 0.37
H 18.910 21.372 10.112 0.85
H 19.892 21.740 11.475 0.01
H 18.675 20.393 11.474 -0.22
H 19.151 19.136 9.082 0.41
H 19.421 18.166 10.510 0.19
H 20.606 18.095 9.226 0.35
H 20.242 19.483 13.341 -0.04
C 14.836 16.330 22.466 -1.73
C 14.803 15.873 21.000 1.19
C 13.619 14.878 20.821 -1.17
C 14.712 16.995 19.957 0.02
C 16.023 17.761 19.813 -0.31
C 17.205 16.802 19.499 -0.03
C 17.334 15.723 20.505 1.49
C 18.296 14.709 19.855 -1.91
C 17.997 16.237 21.783 -1.77
N 15.985 15.069 20.650 1.25
O 16.096 13.963 21.580 -0.59
H 15.549 17.172 22.658 0.30
H 13.841 16.714 22.675 0.46
H 15.099 15.420 23.053 0.42
H 12.670 15.335 20.510 0.24
H 13.777 14.082 20.133 -0.08
H 13.440 14.363 21.790 0.39
H 14.484 16.464 19.005 -1.00
H 13.885 17.660 20.190 0.90
H 15.934 18.385 18.913 -0.42
H 16.337 18.367 20.699 0.59
H 18.106 17.365 19.427 0.98
H 17.102 16.371 18.474 -1.42
H 19.284 15.238 19.750 0.10
H 17.905 14.396 18.823 0.00
H 18.461 13.827 20.437 0.83
H 18.935 16.781 21.656 0.23
H 18.190 15.419 22.499 0.40
H 17.344 16.924 22.283 0.26
H 15.957 13.242 20.987 0.31
C 20.720 21.994 14.161 0.31
O 19.668 21.080 14.303 1.39
C 19.003 20.944 15.552 -0.14
C 18.029 19.779 15.362 2.59
C 17.008 19.794 16.414 0.58
N 18.688 18.517 15.229 0.51
H 21.379 21.703 13.344 -1.19
H 21.358 22.037 15.050 -0.11
H 20.259 22.993 13.937 0.04
H 19.785 20.660 16.337 -0.22
H 18.580 21.868 15.834 -0.03
H 17.511 19.961 14.367 -1.45
H 16.261 20.586 16.393 -0.40
H 17.517 19.863 17.400 0.36
H 16.570 18.821 16.386 -0.79
H 18.025 17.852 15.695 -0.76
H 18.770 18.106 14.307 0.14
C 20.868 11.986 18.247 -0.92
O 20.457 13.088 17.443 -0.17
C 21.350 14.156 17.585 -1.15
C 20.883 15.311 16.622 1.50
C 20.680 14.775 15.215 -1.45
N 21.856 16.373 16.734 -0.18
H 20.781 12.264 19.267 0.33
H 21.936 11.760 17.969 0.32
H 20.192 11.211 17.945 0.26
H 21.339 14.605 18.590 0.36
H 22.386 13.833 17.440 0.64
H 19.876 15.647 16.990 -0.91
H 21.475 14.218 14.758 0.49
H 20.469 15.490 14.426 0.12
H 19.828 14.113 15.253 0.25
H 22.622 16.001 16.125 0.33
H 21.555 17.117 16.086 -0.16
C 12.904 16.030 11.581 -0.75
O 14.267 16.396 11.471 -0.66
C 14.470 17.662 12.009 0.43
C 15.813 18.223 11.603 1.47
C 16.018 18.470 10.123 -2.00
N 16.794 17.420 12.213 -0.11
H 12.856 14.983 11.241 0.34
H 12.376 16.627 10.877 0.47
H 12.504 16.263 12.585 0.20
H 13.669 18.310 11.699 1.05
H 14.444 17.689 13.115 -0.60
H 15.864 19.122 12.237 -1.20
H 16.188 17.519 9.592 0.44
H 16.906 19.052 10.012 0.16
H 15.143 18.853 9.570 0.40
H 17.715 17.819 12.061 -0.33
H 16.778 16.530 11.719 0.34
```



Entry 2:
The following is a DFT calculation (ωB97M-V/def2-TZVPD) of a molecular structure, C21H27BCdCl2N8O4.

- spin multiplicity = 1
- gap between HOMO and LUMO (spin up / spin down) (eV) = 6.612 / 5.875
- charge = -2
- total energy (eV) = -72615.203

The geometry in XYZ format:
```
64
Properties=species:S:1:pos:R:3:nbo_charge:R:1
Cd 0.059 0.296 0.307 1.59
C 4.646 1.213 1.358 -0.36
C 3.421 1.506 0.741 -0.04
N 2.545 0.534 0.947 -0.33
N 3.171 -0.393 1.690 -0.33
C 4.433 -0.012 1.954 -0.03
B 2.459 -1.679 2.118 0.56
N 2.130 -2.576 0.913 -0.32
C 2.414 -3.884 0.787 -0.03
C 1.835 -4.340 -0.380 -0.38
C 1.194 -3.204 -0.896 -0.06
N 1.377 -2.149 -0.116 -0.31
N 1.149 -1.349 2.863 -0.32
C 0.869 -1.573 4.152 -0.01
C -0.427 -1.176 4.405 -0.36
C -0.883 -0.710 3.173 -0.01
N 0.066 -0.817 2.249 -0.41
H 5.540 1.811 1.380 0.21
H 3.129 2.374 0.173 0.21
H 5.072 -0.639 2.552 0.21
H 3.192 -2.291 2.857 -0.06
H 3.003 -4.385 1.537 0.21
H 1.854 -5.336 -0.786 0.21
H 0.594 -3.119 -1.788 0.20
H 1.620 -2.002 4.793 0.21
H -0.959 -1.208 5.338 0.22
H -1.841 -0.306 2.895 0.24
C 0.498 -0.900 -3.577 -0.67
C -0.739 -1.325 -2.870 0.37
N -1.067 -0.965 -1.657 -0.49
C -2.291 -1.545 -1.403 -0.05
C -2.694 -2.282 -2.488 0.03
N -1.694 -2.128 -3.404 -0.51
C -3.912 -3.104 -2.832 0.75
O -4.803 -3.157 -1.937 -0.74
O -3.919 -3.604 -3.963 -0.72
C -2.973 -1.262 -0.121 0.80
O -4.112 -1.859 0.103 -0.68
O -2.465 -0.490 0.681 -0.68
H 1.077 -0.272 -2.900 0.27
H 0.262 -0.317 -4.470 0.22
H 1.106 -1.756 -3.875 0.22
H -1.745 -2.563 -4.312 0.44
H -4.395 -2.461 -0.710 0.51
C -1.928 2.100 -2.203 -0.59
C -0.781 2.913 -1.600 -0.19
C -1.354 3.835 -0.510 -0.60
C -0.166 3.784 -2.706 -0.60
C 0.278 2.037 -0.978 -0.72
H -2.692 2.759 -2.627 0.19
H -2.399 1.474 -1.443 0.22
H -1.568 1.439 -2.995 0.19
H -2.039 4.566 -0.956 0.19
H -0.561 4.372 0.014 0.21
H -1.903 3.262 0.240 0.22
H -0.917 4.440 -3.158 0.19
H 0.260 3.160 -3.495 0.20
H 0.634 4.409 -2.302 0.20
H 1.110 2.682 -0.668 0.12
Cl -0.324 5.334 5.851 -0.92
C -0.891 3.391 3.728 -0.31
Cl 0.254 2.610 2.658 -0.08
H -1.492 4.126 3.220 0.17
H -1.316 2.712 4.448 0.17
```



Entry 3:
The following is a DFT calculation (ωB97M-V/def2-TZVPD) of a molecular structure, C18H12F3N7O4Ru in a non-equilibrium geometry.

- spin multiplicity = 6
- gap between HOMO and LUMO (spin up / spin down) (eV) = 6.220 / 6.548
- charge = -1
- total energy (eV) = -48216.777

The geometry in XYZ format:
```
45
Properties=species:S:1:pos:R:3:lowdin_spin:R:1
Ru 1.241 -0.152 0.345 2.99
N -0.301 -0.804 3.198 0.00
C -0.934 -1.347 2.143 0.04
N -2.043 -2.040 2.385 0.07
C -2.660 -2.540 1.294 0.04
N -3.821 -3.206 1.516 0.02
N -2.259 -2.412 0.048 0.09
C -1.127 -1.711 -0.148 0.19
N -0.425 -1.144 0.921 0.19
C -0.563 -1.519 -1.418 0.13
C -1.106 -2.025 -2.619 0.07
C -0.455 -1.792 -3.805 0.05
C 0.752 -1.073 -3.796 0.13
C 1.236 -0.591 -2.598 0.02
N 0.601 -0.785 -1.442 0.23
H -0.642 -1.028 4.113 0.00
H 0.567 -0.297 3.073 0.00
H -4.004 -3.478 2.465 0.00
H -4.157 -3.777 0.760 0.00
H -2.027 -2.579 -2.554 0.00
H -0.858 -2.165 -4.733 0.00
H 1.287 -0.885 -4.709 0.01
H 2.162 -0.030 -2.537 0.00
O 4.659 2.098 0.526 0.04
C 3.679 1.395 0.654 0.02
O 2.996 0.738 -0.185 0.20
C 3.081 1.209 2.168 0.02
O 3.735 1.644 3.091 0.04
O 1.969 0.603 2.141 0.17
F 3.069 -1.978 1.476 0.04
C 2.262 -1.937 0.382 0.05
F 1.536 -3.090 0.451 0.00
F 3.089 -2.117 -0.675 0.01
N -2.570 6.157 -0.453 0.01
C -1.953 5.181 -0.345 0.00
C -1.238 3.997 -0.205 0.01
C -0.251 3.619 -1.147 0.00
C 0.345 2.380 -1.067 0.02
C 0.033 1.510 -0.022 0.06
C -0.935 1.874 0.918 0.03
C -1.547 3.103 0.847 0.00
H 0.015 4.305 -1.939 0.00
H 1.072 2.099 -1.821 0.00
H -1.223 1.202 1.717 0.00
H -2.285 3.388 1.586 0.00
```



Energy relative to the best compared isomer or geometry (same formula, charge and spin)
In order: 1.885 0.181 1.288
Unit: eV